C5H7MgO4 | the ωB97M-V functional and the def2-TZVPD basis

Output
multiplicity	1
relative energy (zero: lowest compared OMol25 entry of this formula, charge and spin)	34.2	kJ/mol
total charge	-1
LUMO	3.277	eV
Kohn-Sham gap	5.1	eV
HOMO	-0.0674	Eh

```
17
Properties=species:S:1:pos:R:3:forces:R:3:nbo_charge:R:1
O 1.170436 -0.935703 -0.248493 -0.2439 -0.0104 -0.0993 -0.97
C 2.904972 -0.114053 0.067099 -1.4931 2.5864 -0.4355 0.56
O 2.482717 0.985761 -0.154378 1.6420 -2.1927 0.3449 -0.73
O -0.739930 1.704894 0.777188 -0.1278 -0.3825 -0.5646 -1.12
C -1.641049 1.498161 -0.338093 0.1515 0.2655 0.2904 -0.44
C -2.407785 0.210955 -0.197081 -0.0142 0.1838 0.1341 -0.14
O -1.557494 -0.929600 -0.520058 0.1643 -0.2582 -0.1738 -0.61
C -0.981750 -1.682719 0.527912 -0.1591 0.2617 0.3443 -0.09
C 0.433624 -2.071245 0.118026 0.2964 0.2473 -0.3451 -0.06
Mg 0.345728 0.862360 -0.594105 -0.6340 -0.4262 0.7139 1.55
H -2.350261 2.335729 -0.486316 0.2291 -0.1567 -0.0612 0.13
H -3.252134 0.170497 -0.903776 0.1820 -0.0105 0.1341 0.16
H -2.786334 0.059037 0.836847 0.1006 0.0331 -0.2021 0.14
H -1.572761 -2.593572 0.727458 0.0345 0.0486 0.0080 0.14
H -0.946255 -1.078826 1.449070 0.0197 -0.0924 -0.1871 0.19
H 0.376885 -2.761441 -0.743565 -0.0047 -0.0484 0.2288 0.14
H 0.924868 -2.588801 0.960259 -0.1432 -0.0484 -0.1299 0.15
```
Positions in Å, forces in eV/Å.



C14H15N3OS | the ωB97M-V functional and the def2-TZVPD basis

Output
SMILES	CC(C)=CC(=O)Nc1nnc(-c2ccccc2C)s1
multiplicity	1
relative energy (zero: lowest compared OMol25 entry of this formula, charge and spin)	1112.7	kJ/mol
total charge	0
LUMO	0.022	eV
Kohn-Sham gap	9.0	eV
HOMO	-0.3315	Eh

```
34
Properties=species:S:1:pos:R:3:forces:R:3:nbo_charge:R:1
C 4.834016 0.849621 0.993641 0.7085 -2.4260 -2.2705 -0.67
C 3.853932 0.888074 -0.118689 -0.5337 5.8968 0.5479 0.13
C 3.430024 2.419725 -0.686027 -0.6773 -4.8034 1.2998 -0.62
C 3.167521 -0.081122 -0.552110 -4.7088 -7.3328 -2.1495 -0.38
C 3.286711 -1.583115 -0.113903 0.0423 -1.0806 0.5783 0.69
O 4.322504 -2.214625 0.074290 -1.4544 1.3678 -0.3274 -0.58
N 2.058938 -2.465058 -0.044312 0.7813 5.6031 -0.1220 -0.66
C 0.693738 -2.226826 0.060174 7.0860 6.8795 -1.6960 0.42
N -0.125275 -3.023757 -0.239495 -3.5255 -5.7098 -0.3011 -0.33
N -1.397970 -2.586411 -0.174380 -1.3020 -2.5227 0.1928 -0.29
C -1.453602 -1.376036 -0.037577 -2.9435 8.3242 -0.7045 0.18
C -2.855735 -0.503898 0.029304 2.4308 -17.7990 -1.6274 -0.01
C -3.995943 -1.482369 -0.111425 13.5674 -5.9829 1.3297 -0.18
C -5.162507 -1.289083 -0.088565 -7.8770 12.0217 0.9149 -0.19
C -5.392299 0.346825 0.115827 -5.1635 -4.0713 -1.2723 -0.14
C -4.351415 1.113871 -0.028661 -2.9755 4.2481 1.6985 -0.27
C -3.096413 0.648795 0.192196 3.0436 11.1341 -0.6029 -0.09
C -1.887643 1.529715 0.143847 -2.5439 6.5408 2.8716 -0.60
S 0.072117 -0.325463 -0.266671 -0.4275 -4.8585 2.1252 0.07
H 5.691201 1.138455 0.329318 0.3615 -0.1755 1.5984 0.23
H 4.592792 1.581458 1.741509 0.1835 0.0934 0.4525 0.23
H 4.892608 -0.278968 1.283161 0.4032 2.3708 0.1218 0.25
H 2.538179 2.186733 -1.303067 0.8705 0.7190 -0.1053 0.22
H 3.097179 2.873109 0.223496 0.0418 0.9217 0.3367 0.21
H 4.302158 2.809159 -1.135037 0.5176 0.8931 -0.6509 0.22
H 2.244710 -0.230093 -1.271363 2.2166 1.7194 0.8393 0.24
H 2.403739 -3.335839 0.058558 0.8261 -3.7796 0.4780 0.41
H -3.752590 -2.586626 0.121941 0.4839 1.5668 -1.1611 0.23
H -6.018466 -1.685085 0.064158 -5.0676 -3.9166 0.6009 0.20
H -6.540139 0.739018 0.260817 3.1573 -0.8729 -0.6546 0.21
H -4.571694 2.189559 0.051514 0.5628 -0.2979 -0.1638 0.22
H -1.347052 1.568514 -0.725611 1.4376 -0.6792 -2.0191 0.22
H -2.230538 2.804067 0.082485 0.4409 -3.5068 0.3530 0.19
H -1.302795 1.587675 1.070670 0.0370 -0.4849 -0.5108 0.24
```
Positions in Å, forces in eV/Å.



C5H6N6O2 | the ωB97M-V functional and the def2-TZVPD basis

Output
multiplicity	1
relative energy (zero: lowest compared OMol25 entry of this formula, charge and spin)	66.7	kJ/mol
total charge	0
LUMO (alpha / beta)	-1.592 / -1.492	eV
Kohn-Sham gap (alpha / beta)	6.0 / 6.1	eV
HOMO (alpha / beta)	-0.2793 / -0.2805	Eh

```
19
Properties=species:S:1:pos:R:3:forces:R:3:nbo_charge:R:1
C -0.907922 0.572062 0.056146 -1.7005 -1.5911 -1.7764 -0.07
C -0.802652 -0.725362 -0.373291 -0.6167 0.5869 1.4778 0.37
C 0.133126 1.434431 -0.196177 0.0103 1.9088 1.8519 0.57
C 1.377746 -0.508115 -0.592184 0.9153 -0.1681 -0.8527 0.50
C -2.945599 -0.401061 0.347819 -1.8019 1.2038 2.1807 -0.02
N 0.385034 -1.270292 -0.677143 0.5735 -1.0727 -0.1629 -0.51
N 4.057909 -1.256327 0.697593 -2.1253 -1.8089 -1.1960 -0.36
N -2.285589 0.895486 0.112600 0.3051 -1.3120 -0.4483 -0.59
N -2.012719 -1.326926 -0.210076 -0.9231 -1.5027 -0.5235 -0.60
N 1.358521 0.814727 -0.530883 1.4614 2.5708 0.5976 -0.64
N 4.321748 -0.111192 0.538826 0.3932 0.5477 -0.2384 0.37
O 4.056179 0.832160 -0.168487 0.1424 0.0304 -0.0501 -0.35
O 0.032237 2.619682 0.096758 0.9395 0.5632 -0.8641 -0.63
H -3.196268 -0.550515 1.512036 0.9711 -0.0533 -1.9241 0.13
H -3.970954 -0.455397 -0.093340 0.9328 0.0296 -0.1720 0.19
H 3.185520 -1.625060 -0.035690 1.7966 1.3389 1.4740 0.33
H -2.562706 1.643720 0.683821 -0.2102 0.9524 0.8753 0.40
H -2.421577 -2.099874 -0.725833 0.8698 0.1693 0.0658 0.42
H 2.197960 1.517847 -0.442486 -1.9332 -2.3927 -0.3145 0.48
```
Positions in Å, forces in eV/Å.



C17H52N8O9 | the ωB97M-V functional and the def2-TZVPD basis

Output
SMILES	NC(N)=O.NC(N)=O.NC(N)=O.NC(N)=O.CC(C)O.CC(C)O.CC(C)O.CC(C)O.CO
multiplicity	1
relative energy (zero: lowest compared OMol25 entry of this formula, charge and spin)	1059.8	kJ/mol
total charge	0
LUMO	-0.277	eV
Kohn-Sham gap	8.6	eV
HOMO	-0.3277	Eh

```
86
Properties=species:S:1:pos:R:3:forces:R:3:mulliken_charge:R:1
N -2.625279 -2.615035 -2.170570 2.0617 0.2752 3.0271 -0.18
C -3.326279 -2.600035 -3.251570 -8.0813 -0.1233 -0.1106 0.59
N -2.629279 -2.717035 -4.344570 2.2858 -0.1776 -3.7056 -0.40
O -4.708279 -2.538035 -3.276570 6.5889 -0.1226 0.1129 -0.75
H -3.160279 -2.621035 -1.280570 1.0207 -0.2733 -0.4731 0.17
H -1.581279 -2.576035 -2.285570 -1.8517 -0.1285 0.8839 0.14
H -3.186279 -2.749035 -5.175570 0.0741 -0.0551 -0.3636 0.23
H -1.600279 -2.912035 -4.433570 -1.8703 0.2325 0.4128 0.23
N 5.603721 1.143965 -3.548570 3.7950 0.2396 -1.6890 -0.40
C 4.503721 1.828965 -3.341570 1.0335 8.1333 -1.8957 0.38
N 3.635721 1.074965 -2.782570 -4.5934 -2.3424 3.0918 -0.01
O 4.308721 3.189965 -3.611570 1.1124 -7.2737 1.0119 -0.71
H 6.297721 1.648965 -4.102570 -0.1230 -0.4805 0.4655 0.27
H 5.660721 0.119965 -3.560570 -0.4291 0.9898 -0.0790 0.24
H 2.725721 1.499965 -2.801570 -0.3635 0.1952 0.6369 0.10
H 3.808721 0.460965 -1.943570 0.0338 1.1948 -1.4312 0.10
N 0.271721 -1.075035 -5.559570 -3.5807 -1.0005 -1.9447 -0.30
C 1.517721 -0.875035 -5.318570 6.7759 -2.0593 -4.0585 0.52
N 1.714721 -0.477035 -4.095570 2.7271 1.0670 1.8440 -0.06
O 2.567721 -1.205035 -6.231570 -5.5929 1.8689 4.7163 -0.75
H 0.045721 -1.475035 -6.423570 -0.2371 -0.4560 -1.3646 0.20
H -0.527279 -0.831035 -5.008570 0.2377 0.3647 0.5028 0.19
H 2.664721 -0.136035 -3.922570 -0.6281 -0.2987 0.0524 0.12
H 1.003721 -0.143035 -3.453570 -0.0480 -0.0017 -0.4325 0.36
N 3.302721 2.209965 2.011430 2.6985 -1.6660 -0.6967 -0.49
C 2.221721 2.691965 2.525430 -6.5541 6.9847 -3.1396 0.60
N 1.659721 2.035965 3.486430 -1.9765 -1.3690 2.9569 -0.31
O 1.534721 3.740965 1.977430 3.5932 -4.4853 2.2119 -0.70
H 3.694721 2.643965 1.229430 0.7801 1.2284 -0.9389 0.26
H 3.897721 1.644965 2.577430 0.4644 -0.2141 0.1709 0.18
H 0.729721 2.361965 3.838430 1.3522 -0.1000 -0.3493 0.27
H 2.024721 1.145965 3.796430 -0.1426 0.1900 0.0597 0.19
C -2.962279 1.833965 4.983430 1.6139 -0.6598 0.0930 -1.55
C -1.602279 1.939965 4.236430 -4.7883 -6.8063 -4.2545 0.25
C -1.732279 2.124965 2.680430 -1.7988 -0.0158 0.6532 -0.16
O -0.938279 2.926965 4.556430 7.3783 5.9273 4.9858 -0.47
H -3.573279 2.662965 4.728430 -0.6376 0.9222 -0.3181 0.40
H -2.801279 1.842965 6.073430 -0.0067 -0.1213 -0.3915 0.36
H -3.462279 0.937965 4.679430 -0.4893 -0.5513 0.0195 0.34
H -0.959279 1.075965 4.421430 -0.4297 -0.6673 0.0679 0.01
H -0.808279 2.161965 2.148430 0.8372 -0.1466 0.0181 -0.24
H -2.253279 3.074965 2.422430 0.2697 -0.3127 0.5538 0.48
H -2.360279 1.373965 2.298430 -0.7048 -1.1156 -0.9692 0.14
H -1.464279 3.651965 4.431430 -1.4247 3.6105 -0.3975 0.42
C -0.214279 -1.236035 2.491430 1.9064 -1.5018 0.2027 -0.23
C -1.393279 -2.184035 2.358430 0.3034 5.0946 8.2853 0.51
C -2.617279 -1.346035 2.669430 -2.1957 0.2684 0.7154 -1.55
O -1.558279 -2.633035 1.215430 0.2554 -5.4250 -9.5852 -0.35
H -0.125279 -0.799035 3.479430 0.0321 -0.1729 0.2857 0.38
H -0.180279 -0.426035 1.793430 -0.3700 0.4020 -0.6229 -0.35
H 0.675721 -1.896035 2.294430 -0.2938 0.8904 0.2555 0.01
H -1.200279 -3.018035 2.994430 -0.2022 -0.3193 1.7141 0.74
H -3.596279 -1.920035 2.868430 1.4928 0.5797 -0.5229 0.30
H -2.776279 -0.675035 1.774430 0.0680 -0.6689 0.9016 0.11
H -2.490279 -0.700035 3.549430 0.1038 -0.2218 -0.3050 0.28
H -1.063279 -3.488035 1.175430 -0.7512 0.9672 -0.8690 0.36
C -1.485279 0.376965 -0.916570 0.4069 -1.5828 0.4364 -0.71
C -0.541279 1.368965 -1.542570 -7.3818 4.3575 1.4551 0.25
C -0.092279 2.464965 -0.593570 0.6815 -0.4905 1.0249 -1.38
O 0.491721 0.827965 -1.991570 7.1884 -4.1552 -4.0698 -0.24
H -2.230279 0.855965 -0.346570 -1.1799 0.6649 0.5716 0.50
H -0.995279 -0.339035 -0.205570 0.0750 0.7075 -0.4813 -0.14
H -1.948279 -0.277035 -1.655570 -0.1080 0.2165 -0.1033 0.18
H -1.072279 1.753965 -2.488570 0.3109 0.1623 1.4685 0.28
H 0.698721 3.023965 -1.061570 0.5568 0.1297 -0.2025 0.40
H 0.321721 1.972965 0.331430 -0.0586 0.2780 -0.7934 0.05
H -0.730279 3.211965 -0.197570 -1.3015 0.4388 0.1183 0.56
H 1.103721 0.578965 -1.311570 0.5821 -0.1568 0.7297 -0.34
C 1.973721 -1.498035 -0.576570 0.4087 -0.6906 -0.5220 -0.35
C 2.572721 -0.555035 0.429430 -3.3196 -5.6022 3.9155 1.66
C 3.545721 -1.265035 1.422430 -0.9067 -0.2631 0.6352 -1.71
O 3.179721 0.414965 -0.092570 4.7339 5.6598 -5.0790 -0.57
H 2.636721 -2.338035 -0.765570 -0.1300 -0.5474 0.4254 0.44
H 1.972721 -1.067035 -1.569570 -0.3859 0.3719 -0.1384 -0.12
H 0.964721 -1.800035 -0.296570 0.1111 -0.2596 -0.1130 0.03
H 1.766721 0.021965 0.904430 -0.9653 -1.6055 1.2349 -0.36
H 3.074721 -2.184035 1.836430 0.4481 0.7207 0.2170 0.35
H 3.945721 -0.557035 2.187430 -0.7896 -0.5941 -0.1249 0.23
H 4.460721 -1.565035 0.928430 0.0166 -0.2059 -0.6955 0.47
H 3.063721 1.040965 0.599430 0.8116 2.0796 0.2737 0.27
C -4.803279 -1.788035 0.045430 -0.9850 2.7740 0.9333 -0.45
O -4.079279 -2.934035 0.301430 0.8337 -0.6226 0.2693 -0.74
H -5.662279 -1.953035 -0.585570 -0.0371 -0.5770 -0.3084 0.33
H -4.217279 -0.979035 -0.459570 -0.1631 -0.5578 0.2321 0.02
H -5.219279 -1.303035 0.986430 0.4881 -0.5844 -0.7474 0.24
H -3.292279 -2.697035 0.842430 -0.6721 -0.3580 -0.5632 0.40
```
Positions in Å, forces in eV/Å.